one.
The following is a quantum chemistry calculation of 3 unconnected molecules or ions with the total composition C5H18NO2, from OMol25.

Element x y z (Å)
1 O -3.059 -1.516 -0.531
2 O 0.735 -3.410 0.362
3 N -1.041 -1.191 1.065
4 C 2.597 1.377 -0.580
5 C 0.230 1.080 0.474
6 C 1.361 0.521 -0.461
7 C -0.909 0.141 0.185
8 C -0.117 2.516 0.148
9 H 2.858 2.049 0.201
10 H -1.075 -1.971 0.382
11 H -1.969 0.790 0.219
12 H -3.001 -2.005 -1.422
13 H 1.117 -4.206 0.116
14 H 3.565 0.798 -0.621
15 H 0.914 0.232 -1.437
16 H 1.477 -2.756 0.268
17 H -0.964 3.006 0.817
18 H -0.618 2.532 -1.004
19 H 0.523 3.389 -0.024
20 H -0.212 -1.344 1.799
21 H -1.158 -0.052 -0.817
22 H 0.651 1.011 1.507
23 H -4.039 -1.345 -0.584
24 H 1.679 -0.485 -0.087
25 H -1.954 -1.094 1.596
26 H 2.409 1.933 -1.571

Output
frontier orbital gap: 0.4098 Eh
charge: +1

These are the Löwdin partial charges, in e, on atoms 1 to 5: -0.092 -0.035 0.155 -0.108 -0.408

=====

two.
The following is a quantum chemistry calculation of 3 unconnected molecules or ions with the total composition C5H18NO2, from OMol25.

Element x y z (Å)
1 O 1.297 -0.262 2.585
2 O -0.347 -3.007 1.760
3 N -0.686 1.455 0.686
4 C -0.958 0.581 -0.512
5 C 1.443 1.292 -2.406
6 C -2.282 -0.181 -0.227
7 C 1.480 0.375 -1.186
8 C 0.191 -0.350 -0.829
9 H 0.343 -1.031 0.013
10 H -1.219 1.156 -1.391
11 H -1.191 -3.475 1.792
12 H -0.052 0.939 1.286
13 H 1.109 2.294 -2.091
14 H -2.564 -0.222 0.830
15 H -1.531 1.694 1.196
16 H 1.379 -0.234 3.550
17 H 2.456 1.467 -2.745
18 H 0.739 1.076 -3.206
19 H -2.155 -1.211 -0.535
20 H -0.134 -1.002 -1.601
21 H -0.196 2.331 0.485
22 H 2.251 -0.352 -1.371
23 H 0.197 -3.403 2.436
24 H 1.826 0.877 -0.276
25 H -3.116 0.313 -0.689
26 H 1.721 -1.119 2.445

Output
frontier orbital gap: 0.4319 Eh
charge: +1

These are the Löwdin partial charges, in e, on atoms 1 to 5: -0.053 -0.056 0.241 -0.320 -0.090

=====

three.
The following is a quantum chemistry calculation of 3 unconnected molecules or ions with the total composition C5H18NO2, from OMol25.

Element x y z (Å)
1 O -0.032 0.795 3.205
2 O 1.213 3.146 -1.504
3 N 0.911 1.564 0.461
4 C -0.262 -0.498 -0.042
5 C -2.042 -2.332 -0.555
6 C 0.162 0.865 -0.625
7 C -1.139 -1.218 -1.062
8 C 0.951 -1.303 0.363
9 H 0.338 -0.068 2.967
10 H 1.840 1.149 0.495
11 H 1.895 2.798 -2.080
12 H 0.464 3.436 -2.027
13 H -0.524 -1.550 -1.899
14 H -2.885 -2.401 -1.237
15 H 0.745 0.501 -1.487
16 H -1.812 -0.448 -1.470
17 H 0.154 0.934 4.147
18 H -0.669 1.338 -1.137
19 H 1.438 -1.224 1.325
20 H 1.091 2.575 0.227
21 H 0.790 -2.392 0.240
22 H 0.390 1.490 1.336
23 H -1.437 -3.248 -0.565
24 H 1.797 -1.312 -0.354
25 H -2.432 -2.278 0.459
26 H -0.943 -0.319 0.817

Output
frontier orbital gap: 0.4291 Eh
charge: +1

These are the Löwdin partial charges, in e, on atoms 1 to 5: -0.050 -0.036 0.187 -0.395 -0.083

=====

Stability, lowest: one

=====

one.
The following is a quantum chemistry calculation of a molecular structure, C3H10NO3, from OMol25.

Element x y z (Å)
1 O 1.394 -0.433 -0.919
2 O -0.385 -1.464 -1.500
3 O -1.878 1.852 0.914
4 N -0.676 -0.069 0.490
5 C -2.018 0.616 0.333
6 C 2.436 -0.061 -0.014
7 C 0.448 -1.160 -0.495
8 H -2.755 -0.028 0.876
9 H 2.033 0.467 0.838
10 H 0.635 -1.995 0.258
11 H 0.095 0.583 0.312
12 H -2.135 0.577 -0.752
13 H 3.088 0.675 -0.508
14 H -0.603 -0.371 1.489
15 H -0.305 -0.800 -2.170
16 H 3.161 -0.872 0.302
17 H -2.534 2.484 0.547

Output
frontier orbital gap: 0.4456 Eh
charge: +1

These are the Löwdin partial charges, in e, on atoms 1 to 5: -0.018 0.121 -0.005 0.099 -0.234

=====

two.
The following is a quantum chemistry calculation of 2 unconnected molecules or ions with the total composition C3H10NO3, from OMol25.

Element x y z (Å)
1 O 2.638 0.470 -0.544
2 O -1.213 -0.093 -2.281
3 O -0.959 0.211 2.621
4 N 0.697 -0.697 0.691
5 C -0.991 0.152 -0.923
6 C 1.642 0.590 -1.207
7 C 0.502 -0.354 -0.762
8 H 1.444 1.208 -2.093
9 H -0.997 1.249 -0.792
10 H 0.406 -1.594 1.072
11 H -0.418 0.777 3.182
12 H 1.726 -0.595 0.752
13 H 0.430 0.014 1.395
14 H -1.645 -0.404 -0.261
15 H 0.561 -1.303 -1.302
16 H -2.040 0.184 -2.673
17 H -1.782 0.184 3.126

Output
frontier orbital gap: 0.4040 Eh
charge: +1

These are the Löwdin partial charges, in e, on atoms 1 to 5: 0.092 -0.043 -0.044 0.196 -0.194

=====

Stability, lowest: one

=====

one.
The following is a quantum chemistry calculation of a gas-phase ion, C2H5NO2PS (charge -1), from OMol25.

Element x y z (Å)
1 S 0.802 -1.609 2.378
2 P 0.175 -0.016 1.406
3 O 1.924 -0.891 -0.616
4 O 0.892 -0.075 -2.384
5 N -1.249 0.699 -0.909
6 C 0.934 -0.435 -1.195
7 C -0.355 -0.330 -0.330
8 H -0.865 -1.289 -0.407
9 H -0.949 0.436 2.142
10 H -1.817 1.087 -0.162
11 H 1.155 0.993 1.343
12 H -0.646 1.430 -1.267

Output
structure (SMILES): N[C@H]([PH2]=S)C(=O)[O-]
frontier orbital gap: 0.2945 Eh
charge: -1

These are the Löwdin partial charges, in e, on atoms 1 to 5: -0.008 0.355 -0.096 -0.058 -0.012

=====

two.
The following is a quantum chemistry calculation of a molecular structure, C2H5NO2PS, from OMol25.

Element x y z (Å)
1 S -2.667 -3.150 0.925
2 P -1.133 -1.867 1.113
3 O 1.777 -0.362 0.165
4 O -1.819 -0.415 0.830
5 N -1.028 -0.098 -0.353
6 C 1.288 0.653 -0.658
7 C -0.180 0.996 -0.211
8 H 1.094 -1.049 0.175
9 H -0.743 1.903 -0.532
10 H 1.381 0.376 -1.789
11 H 0.065 1.448 0.846
12 H 1.964 1.564 -0.511

Output
frontier orbital gap (spin up / spin down): 0.2626 / 0.2625 Eh
charge: -1

These are the Löwdin partial charges, in e, on atoms 1 to 5: -0.127 0.340 -0.136 -0.622 -0.209

=====

Stability, lowest: two

=====

one.
The following is a quantum chemistry calculation of a single C8H12O3 molecule, from OMol25.

Element x y z (Å)
1 O -2.463 0.284 2.804
2 O -0.320 -0.235 2.218
3 O 0.179 1.892 -0.573
4 C -1.624 1.225 0.796
5 C 0.461 0.093 1.089
6 C -0.679 -0.236 -1.135
7 C 1.251 -1.147 0.650
8 C 0.592 -0.829 -1.752
9 C 1.783 -0.941 -0.750
10 C -1.488 0.409 2.066
11 C -0.454 0.752 0.001
12 H -0.499 2.428 -1.073
13 H 0.601 -2.017 0.716
14 H 2.309 -0.010 -0.804
15 H 2.450 -1.782 -1.018
16 H -1.540 2.276 1.106
17 H 1.195 0.828 1.375
18 H 0.386 -1.788 -2.195
19 H -2.598 1.070 0.310
20 H -1.298 -1.030 -0.732
21 H 2.055 -1.292 1.387
22 H 0.937 -0.154 -2.552
23 H -1.239 0.204 -1.934

Output
structure (SMILES): O=C1C[C@]2(O)CCCC[C@@H]2O1
frontier orbital gap: 0.3859 Eh

These are the Löwdin partial charges, in e, on atoms 1 to 5: 0.091 0.102 -0.013 -0.002 -0.226

=====

two.
The following is a quantum chemistry calculation of 2 unconnected molecules or ions with the total composition C8H12O3, from OMol25.

Element x y z (Å)
1 O 1.382 -2.294 -0.227
2 O -1.516 -1.828 -1.185
3 O -2.117 -1.733 1.037
4 C -1.946 1.021 1.237
5 C -1.697 -1.107 -0.041
6 C -1.628 0.234 0.028
7 C 1.450 -1.197 0.175
8 C -1.167 0.978 -1.181
9 C 3.658 0.248 -0.678
10 C 2.715 0.787 0.181
11 C 1.545 0.019 0.615
12 H 4.604 0.852 -0.861
13 H -2.788 1.623 1.234
14 H -0.885 0.276 -1.954
15 H -0.572 -2.175 -1.081
16 H 0.754 0.497 1.303
17 H 2.709 1.832 0.511
18 H -0.248 1.558 -0.919
19 H -1.921 1.762 -1.595
20 H -2.521 -2.582 0.785
21 H -1.181 1.693 1.533
22 H 3.488 -0.805 -0.986
23 H -2.117 0.342 2.067

Output
structure (SMILES): CC(C)=C(O)O.C=CC=C=O
frontier orbital gap: 0.3140 Eh

These are the Löwdin partial charges, in e, on atoms 1 to 5: 0.177 0.055 0.089 -0.051 -0.487

=====

Stability, lowest: two

=====

one.
The following is a quantum chemistry calculation of a molecular structure, C2H38BeFO19, from OMol25.

Element x y z (Å)
1 F -2.852 -1.392 1.092
2 O -2.295 3.187 -0.103
3 O 0.339 -3.334 -1.602
4 O 3.305 0.381 1.725
5 O -2.115 -3.998 -0.354
6 O -3.854 0.390 -1.755
7 O 3.330 0.195 -1.844
8 O 2.492 -1.784 3.076
9 O -2.336 -2.016 -2.495
10 O -1.330 1.374 -3.485
11 O -1.393 0.710 0.545
12 O -0.631 -0.841 2.728
13 O 1.032 1.127 3.881
14 O 3.494 -2.141 -0.197
15 O 0.604 4.024 -0.951
16 O 0.777 -3.315 1.709
17 O -3.206 2.084 3.072
18 O 1.233 1.704 -2.624
19 O 0.888 2.385 1.543
20 O -0.446 -1.561 0.086
21 C 0.429 -0.426 -0.130
22 C -0.553 0.576 -0.515
23 Be -1.449 -0.770 0.976
24 H -1.399 -1.859 -2.778
25 H -3.375 1.866 2.173
26 H -1.969 -3.419 -1.060
27 H -1.285 -4.514 -0.318
28 H -2.854 -2.436 -3.249
29 H 0.545 4.722 -0.315
30 H -1.312 -0.870 3.419
31 H 0.108 -0.345 3.050
32 H 0.659 -2.760 -2.256
33 H 2.956 -1.746 -0.916
34 H 0.096 -2.786 -0.822
35 H 3.202 0.183 0.793
36 H -3.506 -0.484 -1.737
37 H -1.180 0.257 -1.310
38 H 2.488 0.632 -1.907
39 H 1.777 2.669 1.313
40 H 3.502 1.293 1.782
41 H 3.325 -0.521 -2.482
42 H 0.596 1.838 0.834
43 H 1.012 1.528 2.973
44 H -0.472 1.411 -3.148
45 H 0.459 1.626 4.446
46 H 1.211 2.307 -1.929
47 H 3.063 -3.011 -0.220
48 H -0.167 3.502 -0.998
49 H 2.043 2.084 -3.026
50 H -2.095 2.251 0.142
51 H 2.526 -0.958 2.611
52 H -1.747 2.199 -3.356
53 H 1.821 -2.221 2.563
54 H -3.151 0.777 -2.219
55 H -2.458 3.256 -1.052
56 H 0.941 -0.298 0.731
57 H 1.154 -0.695 -0.942
58 H -3.411 3.003 3.143
59 H 1.402 -3.736 1.112
60 H 0.138 -2.951 1.087
61 H -0.113 1.646 -0.514

Output
frontier orbital gap: 0.2978 Eh
charge: -1

These are the Löwdin partial charges, in e, on atoms 1 to 5: -0.289 -0.069 -0.054 -0.013 -0.045

=====

two.
The following is a quantum chemistry calculation of a molecular structure, C2H38BeFO19, from OMol25.

Element x y z (Å)
1 F -15.741 -10.685 4.881
2 O -18.269 -12.419 0.522
3 O -14.724 -12.612 6.196
4 O -14.276 -12.513 -0.993
5 O -13.541 -7.713 1.807
6 O -16.648 -10.964 -1.831
7 O -19.511 -13.055 3.018
8 O -12.177 -14.171 3.197
9 O -14.949 -16.191 2.591
10 O -16.160 -8.497 0.425
11 O -17.450 -14.888 2.504
12 O -15.134 -8.294 3.812
13 O -16.892 -13.007 4.551
14 O -15.763 -11.243 0.571
15 O -18.478 -9.809 1.938
16 O -18.305 -9.625 4.659
17 O -14.448 -12.709 3.545
18 O -13.488 -9.823 0.050
19 O -14.306 -15.264 -0.152
20 O -12.125 -11.295 2.027
21 C -14.832 -12.547 2.245
22 C -15.552 -11.284 1.941
23 Be -15.448 -12.144 4.568
24 H -19.735 -12.484 3.776
25 H -14.282 -13.478 6.241
26 H -13.891 -12.745 1.784
27 H -15.457 -13.343 1.956
28 H -14.270 -10.408 0.234
29 H -14.450 -13.429 -0.884
30 H -19.409 -9.836 1.699
31 H -17.356 -13.552 3.926
32 H -16.435 -11.290 2.481
33 H -13.650 -9.000 0.593
34 H -18.052 -10.322 1.275
35 H -13.058 -13.785 3.222
36 H -12.803 -11.820 2.467
37 H -15.844 -10.604 -2.150
38 H -15.762 -15.652 2.769
39 H -14.237 -15.539 0.759
40 H -13.964 -6.910 1.627
41 H -15.115 -10.380 2.178
42 H -17.056 -14.682 1.641
43 H -15.358 -9.109 4.270
44 H -18.153 -13.243 0.137
45 H -16.398 -11.132 -0.872
46 H -13.994 -8.012 2.608
47 H -19.085 -12.461 2.421
48 H -15.222 -15.427 -0.284
49 H -17.335 -12.101 0.655
50 H -17.435 -12.655 5.272
51 H -14.696 -16.492 3.460
52 H -14.845 -12.174 -0.288
53 H -12.492 -10.794 1.308
54 H -18.300 -15.324 2.325
55 H -15.984 -8.004 3.459
56 H -14.185 -11.987 6.713
57 H -15.998 -9.451 0.513
58 H -17.416 -9.964 4.725
59 H -18.418 -9.648 3.718
60 H -11.730 -14.062 2.374
61 H -16.573 -8.287 1.271

Output
frontier orbital gap: 0.2780 Eh
charge: -1

These are the Löwdin partial charges, in e, on atoms 1 to 5: -0.239 -0.031 0.060 -0.054 -0.041

=====

Stability, lowest: one